Record 1
Formula: C37H48N2O7PSiW
Source: the OMol25 dataset
Level of theory: ωB97M-V with the def2-TZVPD basis set

For the orbital gap (alpha / beta), the calculation gives 6.108 / 6.784 eV. The relative energy (zero: lowest compared OMol25 entry of this formula, charge and spin) comes out at 42.2 kJ/mol. For the HOMO energy (alpha / beta), the calculation gives -0.3405 / -0.3680 Ha. The value obtained for the lowest unoccupied orbital energy (alpha / beta) is -3.1579 / -3.2286 eV. Its spin multiplicity is 3. For the total energy, the calculation gives -2772.846576 hartree. The net charge is +1.

Structure (XYZ):
```
97
Properties=species:S:1:pos:R:3:lowdin_spin:R:1
W 0.1641 0.0879 0.1144 1.520
C -6.6979 -0.5692 0.2346 0.000
O -6.1614 -0.4798 1.5511 0.007
C -4.8355 -0.5350 1.7075 0.012
C -4.3930 -0.4386 3.0499 0.010
C -3.0622 -0.5110 3.3109 0.006
C -2.1007 -0.6595 2.2747 0.019
C -0.7403 -0.9574 2.5879 0.012
C -0.2558 -1.0936 4.0073 0.001
O 0.1201 -1.2510 1.6835 0.035
C -2.5576 -0.6448 0.9137 0.024
O -1.7218 -0.5840 -0.0961 0.057
C -3.9369 -0.6467 0.6606 0.001
H -7.7757 -0.5241 0.3506 0.000
H -6.4146 -1.5152 -0.2303 0.000
H -6.3549 0.2681 -0.3757 0.000
H -5.1270 -0.3314 3.8337 0.000
H -2.7357 -0.4713 4.3393 0.000
H -0.9898 -1.5532 4.6637 0.000
H -0.0150 -0.1075 4.4147 0.000
H 0.6542 -1.6900 3.9993 0.000
H -4.2537 -0.6671 -0.3716 0.000
N 2.4362 -0.4248 0.1764 0.012
C 3.1838 0.3769 1.1173 0.001
C 4.5445 0.3581 1.2369 0.005
C 5.1894 1.1597 2.2062 -0.003
C 4.4544 1.9553 3.0359 0.003
C 3.0419 2.0003 2.9239 0.000
C 2.2359 2.8402 3.7315 0.025
C 0.8839 2.8619 3.5444 -0.001
C 0.3230 2.0566 2.5316 0.035
N 1.0455 1.2560 1.7546 0.013
C 2.4085 1.2095 1.9552 0.010
H 2.4848 -1.4050 0.4591 0.001
H 2.7902 -0.3710 -0.7777 0.002
H 5.1322 -0.2775 0.5862 0.000
H 6.2667 1.1346 2.2842 0.000
H 4.9366 2.5715 3.7828 0.000
H 2.7051 3.4613 4.4828 0.001
H 0.2307 3.4933 4.1275 -0.001
H -0.7424 2.0925 2.3390 0.003
C 1.1467 -5.6028 1.5634 0.000
C 0.3166 -4.4506 1.0490 0.000
O 1.1395 -3.6339 0.2028 0.000
P 0.5288 -2.6446 -0.9369 0.004
O -0.4962 -3.6006 -1.7150 0.002
C -1.9165 -3.5984 -1.4473 0.000
C -2.6423 -2.6157 -2.3265 0.000
O 1.7875 -2.5941 -1.9117 0.000
C 2.3542 -3.7701 -2.5427 0.000
C 3.8197 -3.5078 -2.7862 0.000
H 0.5254 -6.2795 2.1497 0.000
H 1.9591 -5.2479 2.1963 0.000
H 1.5749 -6.1644 0.7337 0.000
H -0.0537 -3.8337 1.8734 0.000
H -0.5417 -4.8172 0.4818 0.000
H -2.0865 -3.3887 -0.3878 0.000
H -2.2387 -4.6218 -1.6431 0.000
H -2.3203 -1.5950 -2.1235 0.000
H -3.7146 -2.6833 -2.1340 0.000
H -2.4725 -2.8411 -3.3790 0.000
H 1.8108 -3.9341 -3.4736 0.000
H 2.2018 -4.6337 -1.8942 0.000
H 3.9558 -2.6131 -3.3929 0.000
H 4.2690 -4.3485 -3.3144 0.000
H 4.3496 -3.3792 -1.8421 0.000
C 0.7403 2.7536 -3.3484 0.003
Si 0.5121 0.9079 -3.2770 0.013
C -1.1866 0.4897 -3.9239 0.002
C 1.8238 0.0804 -4.3132 0.000
O 0.6747 0.3222 -1.7291 0.101
H 0.6280 3.0724 -4.3871 0.001
H 1.7229 3.0797 -3.0039 0.000
H -0.0140 3.2741 -2.7554 0.000
H -1.4184 1.1166 -4.7871 0.000
H -1.9432 0.6874 -3.1603 0.000
H -1.2714 -0.5511 -4.2356 0.000
H 1.7237 0.3936 -5.3546 0.000
H 1.7328 -1.0051 -4.2747 0.000
H 2.8298 0.3535 -3.9875 0.000
C 1.6000 5.6726 -0.1991 -0.003
C 2.2304 4.4139 -0.3052 0.005
C 1.4837 3.2715 -0.3256 0.004
C 0.0680 3.2834 -0.2225 0.009
C -0.7243 2.0750 -0.1821 -0.005
C -2.0875 2.2429 -0.2790 0.022
C -2.7123 3.5165 -0.3181 -0.002
C -1.9676 4.6497 -0.2388 0.020
C -0.5524 4.5557 -0.2002 0.000
C 0.2382 5.7331 -0.1680 0.003
H 2.1919 6.5772 -0.1772 0.000
H 3.3073 4.3568 -0.4006 0.000
H 1.9887 2.3237 -0.4816 0.004
H -2.7442 1.3863 -0.3222 0.001
H -3.7912 3.5738 -0.3904 -0.001
H -2.4313 5.6277 -0.2354 0.001
H -0.2678 6.6902 -0.1366 0.000
```

***

Record 2
Formula: C28H33AsN6O3Se2SmTe2
Source: the OMol25 dataset
Level of theory: ωB97M-V with the def2-TZVPD basis set

For the orbital gap (alpha / beta), the calculation gives 5.880 / 5.930 eV. The relative energy (zero: lowest compared OMol25 entry of this formula, charge and spin) comes out at 103.0 kJ/mol. For the HOMO energy (alpha / beta), the calculation gives -0.1636 / -0.1650 Ha. The value obtained for the lowest unoccupied orbital energy (alpha / beta) is 1.4294 / 1.4413 eV. Its spin multiplicity is 6. For the total energy, the calculation gives -9873.823911 hartree. The net charge is -1.

Structure (XYZ):
```
76
Properties=species:S:1:pos:R:3:lowdin_spin:R:1
Sm 0.6735 -1.3091 1.2431 5.078
N 1.2999 1.2926 0.9121 -0.006
C 0.2198 2.1629 0.5057 0.000
C -1.1299 1.5059 0.6884 0.000
O -2.2105 2.1441 0.6333 0.000
N -1.1495 0.2057 1.0002 -0.019
C -2.4976 -0.2358 1.2147 -0.001
C -2.4434 -1.7628 1.3849 -0.001
O -2.9165 -2.3342 2.3978 -0.001
O -1.8125 -2.2994 0.4062 -0.006
H 1.3285 1.2358 1.9748 0.000
H 2.2339 1.5800 0.6159 0.000
H 0.2649 2.4797 -0.5356 0.000
H 0.2269 3.0671 1.1466 0.000
H -3.2018 0.1683 0.4003 0.000
H -2.9473 0.3502 2.0756 0.000
Se 3.5363 -1.4162 1.8832 -0.016
Te 2.5774 -3.6809 2.5833 -0.006
Te 0.8065 -4.5457 0.4254 -0.001
Se 1.1488 -2.8003 -1.3097 -0.017
C 2.3827 0.6017 4.5201 0.000
N 0.9995 0.4000 4.0044 -0.001
C 0.5742 -0.9618 4.2721 -0.001
N 0.6191 -1.2791 5.6915 0.000
C 2.0073 -1.0762 6.1524 0.000
N 2.4571 0.3350 5.9400 0.000
C 1.5122 1.2033 6.6428 0.000
N 0.1017 1.0670 6.1852 0.000
C 0.0898 1.3229 4.7457 0.000
C -0.2709 -0.3584 6.3781 0.000
H 2.6709 1.6280 4.2958 0.000
H 3.0420 -0.0663 3.9703 0.000
H 1.2430 -1.6355 3.6990 -0.001
H -0.4577 -1.1850 3.9404 0.000
H 2.6674 -1.8124 5.6608 0.000
H 1.9859 -1.3298 7.2167 0.000
H 1.7962 2.2663 6.4846 0.000
H 1.5757 0.9680 7.6986 0.000
H 0.4140 2.3469 4.5460 0.000
H -0.9213 1.1590 4.3702 0.000
H -1.2855 -0.4716 6.0183 0.000
H -0.2607 -0.6032 7.4559 0.000
C -3.3056 -3.4759 -4.2209 0.000
C -3.7066 -2.4724 -3.3325 0.000
C -2.7920 -1.5057 -2.9498 0.000
C -1.4399 -1.4742 -3.3614 0.000
C -1.0474 -2.4724 -4.3086 0.000
C -2.0007 -3.4475 -4.7100 0.000
As -0.1904 -0.1362 -2.5328 0.000
C -0.9409 1.5536 -3.4029 0.000
C -0.3042 2.4065 -4.2888 0.000
C -0.9259 3.6294 -4.5916 0.000
C -2.1087 4.0513 -3.9851 0.000
C -2.7536 3.1298 -3.1217 0.000
C -2.1799 1.9061 -2.8403 0.000
C 1.3833 -0.3423 -3.7709 0.000
C 2.7132 -0.3734 -3.2859 0.000
C 3.7697 -0.3006 -4.1952 0.000
C 3.5467 -0.0591 -5.5738 0.000
C 2.2328 -0.0798 -6.0254 0.000
C 1.1793 -0.2437 -5.1453 0.000
H -3.9200 -4.2938 -4.5048 0.000
H -4.7589 -2.4140 -3.0093 0.000
H -3.1576 -0.7147 -2.2663 0.000
H -0.0621 -2.5009 -4.7517 0.000
H -1.6942 -4.1570 -5.5062 0.000
H 0.6861 2.1602 -4.7052 0.000
H -0.3829 4.2883 -5.2850 0.000
H -2.5027 5.0500 -4.1623 0.000
H -3.7191 3.3718 -2.7181 0.000
H -2.7405 1.2958 -2.1854 0.000
H 2.9552 -0.4220 -2.2294 0.000
H 4.7738 -0.3692 -3.8071 0.000
H 4.3528 0.2259 -6.2165 0.000
H 1.9219 0.0844 -7.0322 0.000
H 0.1691 -0.2252 -5.5130 0.000
```